w:
ORCA calculation (wB97M-V/def2-TZVPD) on a structure of composition C23H27N3O5S.

## Properties
Kohn-Sham gap = 8.490 eV
molecular weight = 457.6 g mol⁻¹
HOMO = -8.11 eV

The geometry in XYZ format:
```
59
C23H27N3O5S | the Open Molecules 2025 dataset | wB97M-V/def2-TZVPD
S 2.5353 -0.5710 0.0567
O 3.0459 -0.1743 1.3300
O -0.2117 -1.7003 -2.6886
O 0.7788 -4.0084 0.0814
O 3.8332 -0.9928 -0.7710
O 2.6584 5.6550 0.5319
N 0.3245 -3.7210 1.0841
N 1.7522 0.5209 -0.6191
N -0.8164 -0.6341 -0.6889
C -2.3750 -2.4638 -0.7303
C -5.0925 -3.3507 1.7218
C 1.4950 -3.1330 -0.4584
C -4.1288 -2.7030 0.7175
C 0.8410 2.7576 -0.3574
C 1.3134 7.2406 -0.7963
C 2.4259 -3.5517 -2.0782
C 3.1335 2.4005 0.0351
C -3.2446 -3.3598 -0.1871
C 1.0771 4.1256 -0.0768
C -2.5887 -0.7732 0.8718
C 1.7238 -2.0112 0.4216
C 0.8846 -2.4078 1.4742
C 0.0573 -0.9294 -1.8100
C -2.0418 -1.2200 -0.2202
C 0.5088 -1.5269 2.4596
C 1.8410 1.9763 -0.0764
C -3.9256 -4.6499 -0.7757
C 1.1891 0.1709 -1.7087
C -3.6561 -1.4796 1.6598
C 3.2046 3.7193 0.1191
C 1.5952 6.7243 0.5384
C 2.2678 4.5230 0.2542
H 2.2770 7.6909 -1.3421
H 1.9925 -0.4425 -2.4346
H -4.9159 -4.2925 1.8965
H 0.6838 8.0321 -0.8375
H -0.3391 -1.1137 2.4400
H 3.9488 1.4336 -0.1642
H 0.0235 2.3527 -0.4381
H 3.0576 -2.8181 -1.8726
H 0.6799 6.4670 1.2126
H 0.5564 -2.1644 3.5635
H -4.7760 -4.5979 -1.2197
H -2.1657 0.2224 1.3489
H 4.2887 3.9961 0.5459
H 2.2255 7.5905 1.2736
H -0.5080 0.1376 -0.1724
H -1.6695 -2.8583 -1.5415
H 0.8224 0.9665 -2.3043
H -6.1296 -3.4785 0.8018
H 0.8499 6.5209 -1.5083
H 1.3885 -0.8258 2.8665
H -4.3279 -1.0727 2.4062
H -3.8782 -5.3733 0.0361
H 2.4951 -4.6295 -1.8961
H 1.7515 -3.3201 -2.6836
H -3.2875 -4.8167 -1.5626
H 0.1297 4.7388 0.0256
H -5.5785 -2.7975 2.2459
```



x:
ORCA calculation (wB97M-V/def2-TZVPD) on the molecule C23H27N3O5S.

## Properties
Kohn-Sham gap = 9.126 eV
molecular weight = 457.6 g mol⁻¹
HOMO = -8.63 eV
SMILES = Cc1cc(C)cc(NC(=O)Cn2c(=O)oc3cc(S(=O)(=O)N4CCC(C)CC4)ccc32)c1

The geometry in XYZ format:
```
59
C23H27N3O5S | the Open Molecules 2025 dataset | wB97M-V/def2-TZVPD
S 5.1702 0.5403 -0.2146
O 5.9867 0.6310 0.9580
O -1.3271 3.8162 -1.2719
O 5.6866 0.9872 -1.4725
O 0.7881 3.0320 -1.5584
O -1.6735 1.1954 2.5367
N -0.0308 3.1482 0.5039
N 4.7472 -1.0466 -0.3944
N -2.6566 1.8369 0.5678
C -5.8753 -0.0572 -2.5914
C 0.6787 -2.4359 0.0305
C 2.1860 -2.4053 -0.2077
C -5.0431 -0.1790 -1.3513
C -4.2225 0.8578 -0.9412
C 1.7150 2.5081 -0.7012
C 4.4284 -1.8226 0.7788
C 2.5354 -1.5044 -1.3955
C -3.4676 0.7429 0.2233
C 2.9392 1.9433 -0.9829
C -4.3465 -1.4665 0.5759
C -0.2957 3.3860 -0.8274
C 3.6430 1.4424 0.1012
C 3.1739 1.5226 1.4022
C 1.2125 2.5654 0.6087
C 2.9223 -1.9023 1.0366
C -5.0963 -1.3369 -0.5831
C -3.5293 -0.4182 0.9798
C -1.0218 3.2901 1.5414
C 1.9397 2.0884 1.6847
C -1.8369 1.9800 1.6294
C -4.3892 -2.7304 1.3796
C 4.0515 -1.4407 -1.5945
H 2.0716 -1.8876 -2.3059
H -1.6670 4.1347 1.2876
H 4.4236 -2.4288 -1.8900
H -5.3321 -3.2521 1.2356
H -2.9447 -0.5048 1.8802
H 3.3476 1.8854 -1.9772
H 3.7992 1.1365 2.1912
H 2.1433 -0.5020 -1.2119
H -5.5708 0.8020 -3.1831
H 2.5300 -3.4220 -0.4304
H 4.9552 -1.3590 1.6127
H -5.7352 -2.1494 -0.8985
H -6.9254 0.0632 -2.3256
H 0.1571 -2.7893 -0.8559
H -5.7877 -0.9542 -3.2015
H -0.5223 3.4706 2.4939
H 2.5380 -0.9158 1.3025
H 4.8293 -2.8325 0.6314
H 0.3090 -1.4411 0.2715
H -2.6674 2.5889 -0.1150
H -4.2574 -2.5186 2.4377
H -4.1615 1.7650 -1.5261
H -3.5829 -3.3948 1.0673
H 0.4370 -3.0974 0.8588
H 2.7395 -2.5741 1.8768
H 1.5551 2.1309 2.6902
H 4.3264 -0.7223 -2.3667
```



Which is most stable? The ranking, best first, is x, w.



w:
ORCA calculation (wB97M-V/def2-TZVPD) on a cluster of 2 separate species, CH5NO2S in total.

## Properties
Kohn-Sham gap (alpha / beta) = 8.171 / 8.601 eV
molecular weight = 95.1 g mol⁻¹
HOMO (alpha / beta) = -9.04 / -8.91 eV

The geometry in XYZ format:
```
10
CH5NO2S | the Open Molecules 2025 dataset | wB97M-V/def2-TZVPD
S -1.7657 0.2918 0.5856
O 1.2117 1.6893 0.1559
O -2.4213 -0.7443 -0.2366
N 0.6122 0.6115 -0.2597
C 1.1354 -0.6950 0.0928
H 1.2856 -0.7178 1.1871
H 2.0726 -1.0144 -0.3149
H 0.3191 0.6255 -1.2789
H -2.8120 1.2732 0.2970
H 0.3624 -1.3199 -0.2283
```



x:
ORCA calculation (wB97M-V/def2-TZVPD) on the molecule CH5NO2S.

## Properties
Kohn-Sham gap = 9.871 eV
molecular weight = 95.1 g mol⁻¹
HOMO = -9.10 eV

The geometry in XYZ format:
```
10
CH5NO2S | the Open Molecules 2025 dataset | wB97M-V/def2-TZVPD
S -0.0641 -0.0380 1.3486
O -1.4202 0.9104 0.9802
O -0.5494 -1.3850 0.9366
N 0.2553 -0.2089 -1.2354
C 0.9721 0.3797 -0.2541
H 1.9846 -0.1920 -0.0557
H -2.0146 0.2240 1.0263
H -0.6878 0.1274 -1.2509
H 1.2561 1.4295 -0.4436
H 0.2680 -1.2470 -1.0521
```



Which is most stable? The ranking, best first, is x, w.



w:
ORCA calculation (wB97M-V/def2-TZVPD) on a structure of composition C37H51GeMoN6OSi3.

## Properties
Kohn-Sham gap (alpha / beta) = 5.156 / 7.533 eV
total charge = +1
molecular weight = 848.7 g mol⁻¹
spin multiplicity = 3
HOMO (alpha / beta) = -8.75 / -11.23 eV

The geometry in XYZ format:
```
100
C37H51GeMoN6OSi3 | the Open Molecules 2025 dataset | wB97M-V/def2-TZVPD
Mo 0.0820 0.1152 -0.1362
Ge 2.9155 1.1905 1.3800
Si -1.1077 -1.8157 1.8616
Si -2.9674 -1.0689 -0.5939
Si -0.6675 -3.2575 -0.8945
O -0.7765 -0.1689 2.0915
N -0.6915 1.9657 -0.2815
N -0.4025 1.1253 -6.0424
N 0.8126 0.0585 -4.4152
N 1.8351 -1.1335 -2.7592
N -0.6766 1.8087 -3.8764
N 0.3254 0.4982 -2.1418
C -0.8002 0.4248 3.3702
C 5.5951 2.0511 2.0117
C -3.6483 0.4068 0.4322
C 2.6237 -0.5184 5.8409
C 0.9835 -0.1588 -3.1260
C 1.6453 3.8970 1.7189
C 2.9563 -1.3174 4.7596
C 0.3388 -2.8203 2.6120
C 2.1547 3.2146 -0.5144
C -3.0295 -0.5467 -2.4356
C 7.6603 1.3806 1.0005
C 1.9400 -0.1646 0.3473
C -4.2781 -2.4490 -0.4343
C 2.3669 0.8269 5.6404
C 1.1916 -3.6374 -0.6164
C 5.5806 0.4960 0.1909
C 2.7266 0.5731 3.2714
C 2.1250 2.9295 0.8482
C -1.7731 3.9515 0.5135
C -2.6657 -2.2882 2.8572
C 1.7526 4.4502 -0.9866
C 6.9621 0.5640 0.1281
C -2.1181 4.3381 -0.8030
C 3.0208 -0.7672 3.4938
C -1.2027 -1.6246 -0.0315
C 2.4145 1.3667 4.3658
C 6.9726 2.1220 1.9472
C -1.7197 3.5407 -1.8377
C -0.9810 2.3744 -1.5727
C -0.0911 0.9980 -4.7522
C -1.0042 -3.1986 -2.7692
C 1.2894 5.4134 -0.1044
C 4.8872 1.2413 1.1324
C -0.4434 1.5607 -2.5904
C -1.5987 -4.7352 -0.1226
C -1.0923 2.7866 0.7130
C 1.2191 5.1269 1.2471
H 1.7005 -2.8519 -0.0709
H -0.1583 1.3066 3.3858
H 2.2120 2.4210 4.2407
H -3.6833 0.3090 -2.5707
H 3.3291 -1.3809 2.6566
H 1.3074 -2.4524 2.2870
H -1.0923 1.8018 -6.3157
H -3.4943 -1.6138 2.6677
H 2.5280 2.4614 -1.2053
H 1.6051 3.6936 2.7804
H -1.9386 3.7618 -2.8701
H -4.2628 -2.9373 0.5327
H -2.0424 4.5712 1.3522
H -4.1664 -3.2161 -1.1929
H 2.4236 -1.5064 -3.4864
H 0.0281 0.5218 -6.7191
H -1.2056 -5.6652 -0.5199
H 1.3098 -4.5521 -0.0451
H 0.2708 -3.8707 2.3511
H -2.6602 -4.7193 -0.3346
H 5.0383 -0.1417 -0.4984
H 0.9912 6.3853 -0.4688
H -1.8232 0.7185 3.6207
H -2.8743 1.0879 0.7807
H 2.1517 -1.1144 -1.7986
H -2.0642 -0.2869 -2.8556
H 7.5076 2.7474 2.6442
H -2.6629 5.2512 -0.9767
H 1.8190 4.6717 -2.0409
H -0.6427 -2.2851 -3.2296
H -3.4350 -1.3511 -3.0383
H -4.3458 0.9881 -0.1647
H 2.5265 -1.0882 0.3452
H 0.3209 -2.7537 3.6975
H 2.5775 -0.9432 6.8325
H 8.7376 1.4315 0.9508
H -2.9929 -3.2944 2.6178
H -2.0633 -3.2832 -2.9790
H 3.1716 -2.3651 4.9020
H 0.8488 5.8650 1.9427
H -4.1900 0.0567 1.3048
H -5.2649 -2.0165 -0.5675
H -0.8141 2.4725 1.7126
H -0.5112 -4.0312 -3.2585
H 2.1444 1.4645 6.4823
H 5.0533 2.6262 2.7532
H -2.4647 -2.2622 3.9248
H 1.7075 -3.7801 -1.5593
H -1.4832 -4.7678 0.9561
H -0.4326 -0.2747 4.1220
H 7.4924 -0.0317 -0.5988
```



x:
ORCA calculation (wB97M-V/def2-TZVPD) on a structure of composition C37H51GeMoN6OSi3.

## Properties
Kohn-Sham gap (alpha / beta) = 5.066 / 7.721 eV
total charge = +1
molecular weight = 848.7 g mol⁻¹
spin multiplicity = 3
HOMO (alpha / beta) = -8.53 / -11.43 eV

The geometry in XYZ format:
```
100
C37H51GeMoN6OSi3 | the Open Molecules 2025 dataset | wB97M-V/def2-TZVPD
Mo 0.3029 0.5795 0.8297
Ge -0.2835 -2.4896 -1.4158
Si -2.6532 1.7634 -0.3721
Si -0.8173 3.2422 1.7486
Si 0.1661 2.9697 -1.2362
O 0.6568 2.6400 2.2960
N 3.8385 -0.1584 3.1056
N 6.0867 0.0102 2.7236
N 4.6884 0.3963 0.9566
N 2.3470 0.4053 1.3175
N 0.2621 -0.2259 2.7163
N 3.2888 0.7662 -0.7825
C 1.7103 -3.9127 0.2240
C -3.1514 -2.4831 -0.9930
C -2.1490 -2.8354 -1.8936
C -0.7791 4.3276 -2.1455
C 0.3660 -1.2973 5.2933
C -0.8677 2.1736 0.1878
C 0.8051 -1.8762 -2.9382
C -0.7575 5.1068 1.5022
C -2.6071 0.9147 -2.0589
C 2.2507 -5.0018 0.8902
C -3.6794 3.3453 -0.4293
C 2.9790 -1.2323 -3.7724
C -0.1618 -5.2482 -0.4549
C 1.5829 -6.2186 0.8842
C 2.4065 -0.8475 -4.9775
C -4.8263 -3.3551 -2.4723
C -0.8700 -0.5939 3.3658
C 3.4518 0.5312 0.5270
C 1.2711 3.0186 3.5254
C 2.6094 -0.0459 2.6087
C -3.8343 -3.7309 -3.3672
C 1.4715 -0.4027 3.3617
C -4.4845 -2.7308 -1.2806
C 0.2399 -1.4831 -4.1481
C 0.3737 -6.3388 0.2152
C 1.0378 -0.9755 -5.1641
C 2.1812 -1.7418 -2.7595
C -3.5017 0.5726 0.8276
C 0.6209 1.7150 -2.6013
C -0.8719 -1.1161 4.6230
C 1.5222 -0.9420 4.6627
C 1.7633 3.7578 -0.5679
C -2.1098 2.8819 3.0713
C -0.0425 -0.9963 -0.1742
C 0.5031 -4.0248 -0.4638
C -2.5019 -3.4668 -3.0837
C 4.8350 0.0902 2.2620
H -4.0992 -4.2384 -4.2856
H -1.1081 -5.3456 -0.9760
H 2.2501 -2.9696 0.2493
H -3.5728 3.9221 0.4930
H -0.0962 4.8383 -2.8280
H -2.0651 1.8511 3.4257
H -3.1215 3.0776 2.7109
H -5.2506 -2.4434 -0.5714
H -1.7355 -3.7566 -3.7940
H 6.8556 0.1764 2.1007
H -3.5338 0.3656 -2.2386
H -1.2041 5.0769 -1.4757
H -2.8743 -2.0136 -0.0567
H -3.3903 3.9903 -1.2595
H -1.5980 5.4403 0.8890
H 1.5356 4.0782 3.5019
H 2.1762 2.4302 3.6677
H -1.7854 0.1979 -2.1073
H 6.2428 -0.2804 3.6711
H -1.9442 3.5367 3.9297
H -1.7905 -0.4566 2.8117
H 1.6250 4.8365 -0.4632
H 2.0041 -7.0700 1.4023
H -2.4859 1.6299 -2.8754
H 0.5985 2.8353 4.3675
H -0.1513 1.7394 -3.3719
H -3.7773 1.0284 1.7795
H -4.7373 3.1041 -0.5504
H 2.4958 -1.0679 5.1134
H 0.5869 -0.6750 -6.1014
H 4.0482 -1.1388 -3.6244
H 0.7911 -1.3223 0.5093
H 2.6397 -2.0495 -1.8256
H 2.0492 3.3693 0.4104
H 1.5585 1.9987 -3.0866
H -0.8313 -1.5659 -4.2919
H -4.4196 0.1991 0.3669
H -1.5898 3.9059 -2.7429
H 2.3801 0.7658 -1.2072
H 3.0264 -0.4506 -5.7710
H -0.8279 5.6306 2.4575
H 3.1901 -4.9032 1.4195
H -5.8650 -3.5506 -2.7043
H -0.1580 -7.2816 0.2218
H 0.3893 -1.7345 6.2817
H 0.6972 0.6733 -2.2792
H 0.1613 5.4266 1.0082
H -2.8691 -0.2937 1.0302
H 4.1157 0.8175 -1.3504
H 2.6002 3.6138 -1.2503
H -1.8042 -1.3843 5.0970
```



Which is most stable? The ranking, best first, is w, x.